Version P
{
  "formula": "C7H12N2O",
  "method": "ωB97M-V/def2-TZVPD",
  "molar_mass_g_mol": 140.2,
  "charge": 0,
  "e_lumo_ev": 0.8,
  "smiles": "COc1nccn1C(C)C",
  "gap_ev": 8.47,
  "homo_ev": -7.680,
  "symbols": ["C", "O", "C", "N", "C", "C", "N", "C", "C", "C", "H", "H", "H", "H", "H", "H", "H", "H", "H", "H", "H", "H"],
  "xyz": [[-2.05, 1.73, 0.18], [-2.33, 0.59, -0.69], [-1.76, -0.50, -0.18], [-2.24, -1.65, -0.04], [-1.22, -2.53, 0.26], [0.01, -2.01, 0.43], [-0.01, -0.63, 0.20], [1.03, 0.36, 0.21], [1.04, 1.02, -1.23], [2.34, -0.29, 0.60], [-1.55, 1.57, 1.08], [-3.04, 2.23, 0.41], [-1.48, 2.31, -0.56], [-1.43, -3.54, 0.35], [0.83, -2.52, 0.92], [0.82, 1.20, 0.83], [2.01, 1.29, -1.59], [0.43, 2.02, -1.18], [0.47, 0.48, -2.04], [2.72, -0.86, -0.17], [2.28, -0.82, 1.49], [3.11, 0.56, 0.72]],
  "mulliken_charge": [-0.698, -0.309, 0.386, -0.521, -0.731, -0.067, 0.055, 0.862, -1.196, -1.889, 0.344, 0.271, 0.234, 0.506, 0.313, 0.169, 0.399, 0.196, 0.282, 0.481, 0.535, 0.378]
}

***

Version Q
{
  "formula": "C7H12N2O",
  "method": "ωB97M-V/def2-TZVPD",
  "molar_mass_g_mol": 140.2,
  "charge": 0,
  "e_lumo_ev": 0.8,
  "smiles": "C[C@H](O)[C@H](C)n1ccnc1",
  "gap_ev": 9.73,
  "homo_ev": -8.883,
  "symbols": ["C", "C", "O", "C", "C", "N", "C", "C", "N", "C", "H", "H", "H", "H", "H", "H", "H", "H", "H", "H", "H", "H"],
  "xyz": [[1.44, 1.55, 0.94], [1.52, 0.55, -0.27], [1.06, 1.06, -1.48], [0.49, -0.89, 0.32], [0.80, -2.15, -0.60], [-0.88, -0.38, 0.23], [-1.76, -0.29, -0.88], [-2.77, 0.44, -0.45], [-2.60, 0.76, 0.92], [-1.44, 0.20, 1.32], [0.42, 1.95, 1.09], [1.99, 2.53, 0.70], [2.07, 1.02, 1.68], [2.55, 0.13, -0.52], [0.10, 1.30, -1.41], [0.82, -0.83, 1.36], [0.49, -1.76, -1.62], [1.82, -2.36, -0.55], [0.16, -3.05, -0.38], [-1.48, -0.79, -1.81], [-3.65, 0.76, -0.91], [-1.14, 0.25, 2.32]],
  "mulliken_charge": [-1.158, 0.036, -0.540, -0.095, -1.241, 0.202, -0.327, -0.469, -0.694, -0.131, 0.284, 0.339, 0.340, 0.389, 0.356, 0.392, 0.277, 0.420, 0.313, 0.354, 0.475, 0.478]
}

***

The energy of each structure relative to the most stable one, in eV, is as follows: version P 1.294; version Q 0.000.

***

Version P
{
  "formula": "C5H6S",
  "method": "ωB97M-V/def2-TZVPD",
  "molar_mass_g_mol": 98.2,
  "charge": 0,
  "e_lumo_ev": 0.0,
  "smiles": "CC1=C[C@H]1C=S",
  "gap_ev": 8.38,
  "homo_ev": -8.361,
  "symbols": ["C", "C", "C", "C", "C", "S", "H", "H", "H", "H", "H", "H"],
  "xyz": [[-1.96, 0.03, 0.60], [-0.74, 0.02, -0.20], [0.01, 0.23, -1.21], [0.82, -0.49, -0.17], [2.07, 0.20, 0.28], [3.58, -0.44, 0.61], [-2.79, -0.42, -0.02], [-1.90, -0.56, 1.54], [-2.24, 1.08, 0.81], [0.10, 0.56, -2.18], [1.09, -1.49, -0.21], [1.96, 1.27, 0.14]],
  "mulliken_charge": [-0.923, 0.426, -0.590, -0.278, -0.327, -0.242, 0.271, 0.294, 0.270, 0.403, 0.383, 0.314]
}

***

Version Q
{
  "formula": "C5H6S",
  "method": "ωB97M-V/def2-TZVPD",
  "molar_mass_g_mol": 98.2,
  "charge": 0,
  "e_lumo_ev": 0.8,
  "smiles": "C#C[C@H]1S[C@@H]1C",
  "gap_ev": 9.89,
  "homo_ev": -9.101,
  "symbols": ["C", "C", "C", "S", "C", "C", "H", "H", "H", "H", "H", "H"],
  "xyz": [[-1.77, 0.67, -2.28], [-1.02, 0.14, -1.47], [-0.12, -0.55, -0.57], [1.69, -0.77, -0.91], [0.78, 0.26, 0.26], [0.79, -0.05, 1.75], [-2.56, 0.92, -2.95], [-0.56, -1.50, -0.28], [0.70, 1.35, 0.13], [1.82, 0.00, 2.23], [-0.02, 0.57, 2.19], [0.27, -1.05, 1.91]],
  "mulliken_charge": [0.147, -0.714, -0.341, -0.151, 0.014, -1.111, 0.448, 0.385, 0.419, 0.283, 0.327, 0.295]
}

***

Version R
{
  "formula": "C5H6S",
  "method": "ωB97M-V/def2-TZVPD",
  "molar_mass_g_mol": 98.2,
  "charge": 0,
  "e_lumo_ev": -1.2,
  "gap_ev": 4.95,
  "homo_ev": -6.158,
  "symbols": ["C", "C", "C", "C", "C", "S", "H", "H", "H", "H", "H", "H"],
  "xyz": [[-1.15, -1.59, 0.08], [-0.64, -0.36, 0.37], [0.28, 0.67, 0.72], [1.28, 0.62, -0.54], [-1.89, -0.47, -0.28], [2.81, -0.39, -0.09], [-1.01, -2.70, 0.24], [-0.15, 1.70, 0.72], [0.82, 0.52, 1.65], [0.84, 0.16, -1.49], [1.59, 1.71, -0.83], [-2.78, 0.12, -0.53]],
  "mulliken_charge": [-0.150, 0.137, -0.256, -0.791, -0.196, -0.540, 0.337, 0.260, 0.296, 0.260, 0.273, 0.372]
}

***

The energy of each structure relative to the most stable one, in eV, is as follows: version P 0.693; version Q 0.000; version R 2.912.

***

Version P
{
  "formula": "C9H31NO7",
  "method": "ωB97M-V/def2-TZVPD",
  "molar_mass_g_mol": 265.3,
  "charge": 0,
  "e_lumo_ev": 0.2,
  "smiles": "CC1(C)CCCC(C)(C)N1O.O.O.O.O.O.O",
  "gap_ev": 9.09,
  "homo_ev": -8.862,
  "symbols": ["C", "C", "C", "C", "C", "C", "C", "C", "C", "N", "O", "H", "H", "H", "H", "H", "H", "H", "H", "H", "H", "H", "H", "H", "H", "H", "H", "H", "H", "H", "O", "H", "H", "O", "H", "H", "O", "H", "H", "O", "H", "H", "O", "H", "H", "O", "H", "H"],
  "xyz": [[16.78, -24.80, -6.41], [16.76, -23.72, -5.32], [15.41, -23.73, -4.58], [17.87, -24.16, -4.36], [18.35, -23.05, -3.41], [18.82, -21.78, -4.15], [17.71, -21.25, -5.11], [16.65, -20.53, -4.32], [18.35, -20.27, -6.09], [17.16, -22.40, -5.91], [16.24, -21.99, -6.83], [15.99, -24.79, -7.16], [16.42, -25.77, -6.09], [17.76, -24.97, -6.86], [15.50, -23.15, -3.66], [15.12, -24.71, -4.21], [14.60, -23.33, -5.18], [17.44, -24.89, -3.68], [18.79, -24.65, -4.70], [19.13, -23.57, -2.86], [17.56, -22.70, -2.75], [19.78, -22.00, -4.62], [19.07, -20.97, -3.47], [16.94, -19.48, -4.32], [15.71, -20.71, -4.84], [16.29, -20.95, -3.38], [19.13, -20.69, -6.73], [17.64, -19.86, -6.80], [18.83, -19.39, -5.65], [16.73, -21.94, -7.65], [21.56, -18.94, -7.02], [21.99, -18.49, -7.75], [20.87, -18.34, -6.74], [24.09, -20.33, -4.82], [24.47, -19.50, -4.53], [23.29, -20.43, -4.30], [22.69, -24.24, -5.68], [22.41, -23.34, -5.85], [22.04, -24.78, -6.13], [24.82, -20.44, -7.99], [24.49, -20.57, -7.10], [25.01, -21.32, -8.32], [22.20, -21.73, -7.12], [22.10, -20.79, -6.95], [21.31, -22.08, -7.06], [19.92, -22.83, -7.67], [19.34, -22.96, -8.42], [19.35, -22.87, -6.91]],
  "mulliken_charge": [-1.832, 1.350, -1.815, -1.210, -0.840, -0.763, 1.270, -1.762, -1.953, 1.084, -0.586, 0.415, 0.430, 0.317, 0.333, 0.448, 0.381, 0.388, 0.447, 0.398, 0.294, 0.144, 0.509, 0.420, 0.401, 0.297, 0.419, 0.450, 0.396, 0.323, -0.602, 0.279, 0.283, -0.578, 0.294, 0.278, -0.625, 0.324, 0.314, -0.650, 0.310, 0.310, -0.561, 0.318, 0.289, -0.723, 0.285, 0.301]
}

***

Version Q
{
  "formula": "C9H31NO7",
  "method": "ωB97M-V/def2-TZVPD",
  "molar_mass_g_mol": 265.3,
  "charge": 0,
  "e_lumo_ev": 0.7,
  "smiles": "COCCNCCOC.CO.CO.CO.O.O",
  "gap_ev": 9.67,
  "homo_ev": -8.970,
  "symbols": ["C", "O", "C", "C", "N", "C", "C", "O", "C", "H", "H", "H", "H", "H", "H", "H", "H", "H", "H", "H", "H", "H", "H", "H", "C", "O", "H", "H", "H", "H", "C", "O", "H", "H", "H", "H", "C", "O", "H", "H", "H", "H", "O", "H", "H", "O", "H", "H"],
  "xyz": [[-0.63, 0.44, -3.56], [-0.56, 0.80, -2.19], [-1.13, 2.15, -1.87], [-1.38, 2.25, -0.35], [-0.09, 2.23, 0.38], [-0.19, 2.02, 1.79], [0.92, 2.72, 2.66], [2.07, 2.93, 1.88], [3.06, 3.57, 2.64], [-1.58, 0.50, -4.08], [-0.38, -0.62, -3.65], [0.04, 1.07, -4.15], [-2.09, 2.20, -2.39], [-0.59, 3.03, -2.22], [-2.13, 1.47, -0.23], [-1.90, 3.18, -0.11], [0.33, 3.14, 0.28], [-0.22, 0.96, 2.00], [-1.08, 2.49, 2.20], [1.05, 2.05, 3.51], [0.55, 3.64, 3.12], [3.24, 3.16, 3.64], [2.75, 4.59, 2.84], [3.98, 3.58, 2.06], [-1.80, -2.77, -2.21], [-2.30, -3.31, -0.97], [-2.39, -3.37, -2.90], [-1.93, -1.69, -2.32], [-0.72, -2.84, -2.30], [-1.82, -2.91, -0.24], [1.88, -3.88, -1.14], [3.02, -3.47, -1.91], [0.90, -3.91, -1.61], [2.14, -4.93, -0.99], [1.62, -3.43, -0.18], [3.37, -2.74, -1.39], [-2.14, -2.14, 2.84], [-1.06, -1.18, 3.19], [-2.73, -2.57, 3.64], [-2.75, -1.38, 2.34], [-1.82, -2.88, 2.10], [-0.46, -1.65, 3.77], [2.03, -0.07, -1.27], [2.50, -0.14, -2.10], [1.23, 0.41, -1.49], [-0.53, -1.19, 0.30], [-0.48, -0.50, 0.96], [0.17, -0.98, -0.32]],
  "mulliken_charge": [-0.977, 0.080, -0.762, -0.837, -0.033, 0.023, -0.850, -0.284, -0.848, 0.357, 0.277, 0.288, 0.444, 0.413, 0.309, 0.489, 0.169, -0.044, 0.209, 0.426, 0.405, 0.325, 0.339, 0.235, -0.244, -0.545, 0.323, 0.112, -0.016, 0.256, -0.536, -0.521, 0.117, 0.382, 0.215, 0.315, -0.515, -0.438, 0.331, 0.211, 0.172, 0.253, -0.640, 0.314, 0.300, -0.184, 0.065, 0.122]
}

***

The energy of each structure relative to the most stable one, in eV, is as follows: version P 0.000; version Q 2.328.